[1]
This record from the Open Molecules 2025 dataset describes a molecular structure, C35H55CaNO7SSi2Te in a non-equilibrium geometry. The level of theory is ωB97M-V with the def2-TZVPD basis set.

Computed properties:
Orbital gap (eV): 6.08
LUMO level (hartree): -0.04383
E_tot (eV): -105338.1994
Max |F| (hartree/bohr): 0.05163
HOMO energy (eV): -7.271
Energy above the lowest of the compared OMol25 structures with the same formula, charge and spin (kcal/mol): 29.0

```
103
Properties=species:S:1:pos:R:3:forces:R:3
Ca -0.537 0.198 0.445 -0.7 1.9 -1.7
C -2.402 0.944 -3.014 0.1 0.1 0.1
C -1.352 1.961 -2.642 -0.1 0.0 -0.1
C -1.684 3.308 -2.532 0.0 0.0 0.0
C -0.730 4.265 -2.185 0.0 0.0 0.1
C -1.091 5.720 -2.085 0.0 0.0 -0.1
C 0.577 3.852 -1.942 0.0 0.0 0.0
C 0.943 2.516 -2.057 0.1 0.0 0.0
C 2.370 2.101 -1.831 0.0 0.0 0.1
C -0.033 1.578 -2.402 0.0 0.0 0.0
H -3.069 1.339 -3.779 0.0 0.0 0.0
H -3.013 0.679 -2.145 0.0 0.0 0.0
H -1.944 0.031 -3.396 -0.1 0.0 0.0
H -2.703 3.622 -2.740 0.0 0.0 0.0
H -2.157 5.853 -1.904 0.0 0.0 0.0
H -0.844 6.231 -3.018 0.0 0.0 0.0
H -0.529 6.203 -1.286 0.0 0.0 0.0
H 1.321 4.592 -1.666 0.0 0.0 0.0
H 3.047 2.736 -2.403 0.0 0.0 0.0
H 2.532 1.063 -2.122 0.0 0.0 0.0
H 2.642 2.213 -0.779 0.0 0.0 0.0
H 0.262 0.543 -2.566 0.0 0.0 0.1
C 3.048 -1.305 3.277 -0.1 0.1 -0.1
C 1.742 -1.978 2.888 -0.1 0.1 0.2
C 0.993 -2.499 4.109 -0.1 0.1 -0.2
O 1.987 -3.040 1.960 0.0 -0.1 -0.3
C 0.833 -1.037 2.056 0.8 -0.7 1.3
O -0.409 -1.238 2.063 0.0 -0.4 0.8
O 1.369 -0.145 1.351 1.1 0.0 0.3
H 3.728 -2.047 3.699 0.0 0.0 0.1
H 2.865 -0.535 4.026 0.1 0.0 0.0
H 3.517 -0.846 2.408 0.0 0.0 0.0
H 1.643 -3.140 4.706 0.0 0.0 0.0
H 0.120 -3.062 3.787 0.0 0.0 0.0
H 0.660 -1.663 4.724 0.0 0.0 0.1
H 2.582 -3.680 2.365 0.0 0.0 0.0
C -1.751 -3.629 -5.154 0.0 0.0 0.3
Si -1.605 -3.549 -3.275 -0.1 -0.2 -0.1
C -3.196 -2.866 -2.516 0.3 0.0 -0.1
C -1.266 -5.256 -2.546 0.0 0.2 -0.1
C -0.172 -2.385 -2.881 -0.3 -0.1 0.2
Te 0.378 -2.349 -0.784 0.3 -0.8 -1.6
C 2.440 -1.992 -1.293 0.0 -0.3 0.1
Si 3.375 -3.568 -1.805 0.2 -0.4 0.0
C 2.992 -5.020 -0.652 0.1 0.4 -0.1
C 5.225 -3.194 -1.752 -0.3 0.0 -0.1
C 2.929 -4.130 -3.558 0.0 0.3 0.2
H -2.550 -4.306 -5.463 0.0 0.0 0.0
H -0.822 -3.983 -5.604 0.0 0.0 0.0
H -1.969 -2.646 -5.577 0.0 0.0 0.0
H -4.011 -3.585 -2.609 0.0 0.0 0.0
H -3.510 -1.941 -3.004 0.0 0.0 0.0
H -3.058 -2.653 -1.452 0.0 0.0 0.0
H -2.165 -5.874 -2.562 0.0 0.0 0.0
H -0.934 -5.169 -1.510 0.0 0.0 0.0
H -0.489 -5.789 -3.099 0.0 0.0 0.0
H -0.403 -1.375 -3.224 0.1 0.0 0.1
H 0.718 -2.709 -3.417 0.1 -0.1 0.0
H 2.894 -1.542 -0.410 0.0 0.0 0.1
H 2.439 -1.248 -2.090 0.0 0.0 0.0
H 3.660 -5.026 0.213 -0.1 0.0 0.0
H 3.122 -5.970 -1.172 0.0 0.0 -0.1
H 1.962 -4.966 -0.297 0.0 -0.1 0.1
H 5.524 -2.752 -0.799 0.0 0.0 0.0
H 5.516 -2.502 -2.545 0.0 0.0 0.0
H 5.797 -4.114 -1.889 0.0 0.0 0.0
H 1.958 -4.630 -3.586 0.0 0.0 0.0
H 3.676 -4.847 -3.904 0.0 0.0 0.0
H 2.913 -3.304 -4.272 0.0 0.0 0.0
N -1.251 2.490 0.738 0.1 0.5 0.0
C -0.351 3.516 1.243 0.0 0.1 0.1
C 0.995 3.217 1.402 -0.2 -0.1 0.0
C 1.881 4.210 1.793 -0.1 0.0 0.0
C 1.412 5.491 2.027 0.3 0.3 0.0
C 0.064 5.785 1.909 -0.1 -0.1 0.1
C -0.824 4.792 1.523 0.0 0.0 0.0
S 2.604 6.822 2.308 -0.1 -0.1 -0.2
O 1.876 7.814 3.077 -0.1 0.0 0.0
O 2.895 7.204 0.931 0.0 0.0 0.1
O 3.704 6.183 3.006 0.0 0.0 0.0
H -1.481 2.727 -0.229 0.0 0.1 0.0
H -2.131 2.555 1.240 -0.1 -0.1 0.0
H 1.340 2.205 1.223 0.1 0.0 0.0
H 2.941 4.025 1.912 0.0 -0.1 0.0
H -0.259 6.798 2.116 0.0 0.0 0.0
H -1.884 5.006 1.422 0.0 0.0 0.0
C -4.001 -1.720 1.794 0.1 0.0 -0.1
C -3.224 -0.443 1.937 -0.4 -0.3 -0.1
O -2.662 0.036 0.954 -0.8 -0.3 0.4
C -3.193 0.221 3.252 0.1 0.3 0.2
C -4.212 0.008 4.185 0.0 -0.1 -0.1
C -4.204 0.675 5.396 0.0 0.1 0.1
C -3.175 1.556 5.701 0.0 -0.1 -0.1
C -2.143 1.756 4.795 0.1 0.1 0.0
C -2.153 1.097 3.580 -0.1 -0.2 -0.1
H -3.688 -2.224 0.883 0.0 0.0 0.0
H -5.067 -1.494 1.713 0.0 0.0 0.0
H -3.847 -2.369 2.654 0.0 0.0 0.0
H -5.031 -0.661 3.956 0.0 0.0 0.0
H -4.999 0.503 6.111 0.0 0.0 0.0
H -3.175 2.086 6.644 0.0 0.0 0.0
H -1.329 2.429 5.029 0.0 0.0 0.0
H -1.332 1.238 2.892 0.0 0.1 0.0
```
Forces are in eV/Å.

=====

[2]
This record from the Open Molecules 2025 dataset describes a molecular structure, C35H55ClGaN7O2P in a non-equilibrium geometry. The level of theory is ωB97M-V with the def2-TZVPD basis set.

Computed properties:
Orbital gap (eV): 6.79
LUMO level (hartree): 0.07509
E_tot (eV): -125896.3244
Max |F| (hartree/bohr): 0.08182
HOMO energy (eV): -4.751
Total charge: -1

```
102
Properties=species:S:1:pos:R:3:forces:R:3
C 3.821 -0.322 -1.808 0.2 0.0 -0.3
C 3.330 -0.317 -3.274 0.3 0.0 0.1
C 2.963 -1.704 -3.813 0.1 -0.2 -0.2
C 2.224 -1.686 -5.165 0.4 0.4 -0.1
C 1.032 -0.721 -5.206 -0.1 -0.4 0.0
Ga -0.511 -1.202 -3.990 -0.1 0.3 -0.7
C -1.110 -3.125 -4.235 0.1 -0.1 0.3
C -1.196 -4.011 -2.987 -0.3 -0.3 -0.2
C -2.063 -3.493 -1.846 0.3 -0.5 0.3
Cl -3.670 -2.868 -2.380 -0.1 0.1 0.0
C -2.018 0.093 -4.518 0.2 -0.1 0.2
C -2.959 0.541 -3.417 -0.6 -0.3 0.1
O -3.092 2.008 -3.339 1.2 0.4 0.0
C -1.986 2.487 -2.720 1.6 1.4 -1.3
O -1.145 3.252 -3.213 -2.6 -1.7 1.2
P 0.107 -0.733 -1.716 0.4 -0.9 0.3
N 0.941 -1.887 -0.950 -0.4 0.0 -0.3
H 4.909 -0.188 -1.747 -0.2 -0.1 0.0
H 3.549 -1.254 -1.301 -0.1 0.3 0.0
H 3.373 0.521 -1.275 0.0 -0.2 0.2
H 4.139 0.087 -3.904 -0.3 0.1 0.0
H 2.480 0.369 -3.360 0.1 -0.2 0.0
H 2.383 -2.258 -3.062 0.0 0.2 0.0
H 3.902 -2.265 -3.955 -0.2 0.0 0.2
H 1.906 -2.706 -5.429 0.0 0.2 0.2
H 2.962 -1.398 -5.937 -0.1 -0.1 0.1
H 0.588 -0.738 -6.216 0.1 0.0 0.1
H 1.367 0.307 -5.035 -0.1 -0.1 -0.1
H -2.083 -3.111 -4.749 0.2 0.0 0.1
H -0.410 -3.620 -4.924 -0.1 0.2 0.1
H -0.194 -4.164 -2.560 -0.2 0.1 0.0
H -1.582 -5.012 -3.250 0.1 0.2 0.0
H -2.307 -4.318 -1.164 0.1 0.2 -0.1
H -1.579 -2.712 -1.257 -0.1 0.0 -0.3
H -2.587 -0.368 -5.336 0.1 0.2 0.1
H -1.496 0.965 -4.928 -0.1 0.0 0.0
H -2.645 0.217 -2.416 -0.1 0.0 -0.1
H -3.982 0.171 -3.568 0.3 0.2 0.1
H -1.878 2.096 -1.689 0.1 0.0 -0.1
H 0.811 0.512 -1.657 -0.3 0.3 0.1
H -1.063 -0.410 -0.977 0.1 0.4 -0.1
H 0.476 -2.165 -0.093 0.2 0.2 0.2
N -4.804 -5.724 -0.884 0.0 0.0 0.1
C -4.033 -6.624 -0.205 0.0 0.0 0.0
C -4.578 -7.869 -0.388 0.0 0.0 0.0
C -5.725 -7.708 -1.211 0.0 0.0 0.0
C -5.834 -6.372 -1.500 0.0 0.0 0.0
H -4.641 -4.732 -0.927 0.0 0.0 -0.2
H -3.162 -6.309 0.343 0.0 0.0 0.0
H -4.195 -8.790 0.019 0.0 0.0 0.0
H -6.389 -8.483 -1.556 0.0 0.0 0.0
H -6.552 -5.832 -2.093 0.0 0.0 0.0
N -2.669 -1.977 2.489 0.0 0.3 -0.3
C -2.211 -1.059 3.396 -1.1 -1.2 -2.2
C -2.059 0.134 2.741 -0.3 0.2 -1.0
C -2.445 -0.073 1.388 -0.1 -0.1 -0.1
C -2.812 -1.387 1.262 0.0 0.0 -0.1
H -2.859 -2.939 2.688 0.0 -0.1 0.0
H -2.024 -1.331 4.420 -0.8 -1.2 -3.2
H -1.698 1.049 3.181 -0.2 -0.2 -1.1
H -2.442 0.654 0.595 0.0 0.0 0.0
H -3.154 -1.948 0.409 0.0 0.1 -0.1
N -1.416 0.441 5.090 0.7 0.8 2.8
C -1.509 -0.818 5.616 1.5 1.5 3.6
C -0.237 -1.288 5.805 0.1 0.0 0.5
C 0.660 -0.272 5.377 0.0 0.1 -0.1
C -0.097 0.782 4.942 0.0 -0.2 0.3
H -2.196 1.017 4.842 0.0 -0.1 0.2
H -2.467 -1.271 5.803 0.1 0.2 0.9
H 0.023 -2.255 6.201 0.0 0.0 0.0
H 1.736 -0.311 5.384 0.0 0.0 0.0
H 0.195 1.734 4.533 0.1 0.0 -0.1
N 4.479 3.010 0.206 0.8 -0.2 -0.3
C 4.703 2.120 1.216 0.1 0.1 -0.2
C 5.995 2.284 1.640 0.1 0.0 0.0
C 6.571 3.316 0.849 0.1 0.0 0.1
C 5.608 3.743 -0.027 -0.1 -0.2 0.0
H 3.615 3.107 -0.296 0.1 0.1 0.0
H 3.928 1.448 1.544 0.2 -0.1 0.0
H 6.474 1.725 2.426 0.0 0.0 0.0
H 7.576 3.699 0.914 0.0 0.0 0.0
H 5.630 4.501 -0.790 0.0 0.0 0.0
N -0.055 4.506 5.468 0.0 0.1 0.0
C 0.501 4.857 6.669 0.0 0.0 0.0
C 1.128 6.062 6.499 0.0 0.0 0.0
C 0.942 6.450 5.143 0.0 0.0 0.0
C 0.209 5.468 4.533 0.0 0.0 0.0
H -0.573 3.666 5.303 0.0 -0.1 0.0
H 0.403 4.224 7.533 0.0 0.0 0.0
H 1.662 6.604 7.261 0.0 0.0 0.0
H 1.306 7.347 4.670 0.0 0.0 0.0
H -0.140 5.374 3.519 0.0 0.0 0.0
N 1.132 3.047 -0.028 0.0 0.1 0.1
C 1.954 3.427 0.999 -0.8 0.2 0.3
C 2.023 4.796 0.990 -0.2 0.0 0.1
C 1.201 5.252 -0.080 0.1 0.0 0.1
C 0.664 4.149 -0.691 0.0 -0.1 0.0
H 0.905 2.099 -0.267 0.0 -0.2 -0.1
H 2.420 2.699 1.641 -0.3 0.2 0.0
H 2.597 5.401 1.671 0.0 0.0 0.0
H 1.033 6.275 -0.375 0.0 0.0 0.0
H -0.001 4.035 -1.534 0.1 0.1 0.0
```
Forces are in eV/Å.